[1]
17
Properties=species:S:1:pos:R:3 method="wB97M-V/def2-TZVPD" orbital_gap_ev=9.30 multiplicity=1 e_above_lowest_kcal_mol=0.00
C -1.37 0.28 2.00
C -0.14 0.76 1.56
C -0.04 0.35 0.16
C -1.75 -0.61 -1.34
C 2.44 -0.41 -0.72
N -2.09 -0.16 0.98
N -1.29 -0.17 -0.06
O 1.73 2.02 -0.56
S 1.08 0.83 -1.12
Cl 1.95 -2.14 -1.18
Br 1.06 1.44 2.80
H -1.91 0.51 3.02
H -2.28 0.33 -1.80
H -0.90 -0.93 -1.97
H -2.50 -1.51 -1.17
H 3.50 -0.08 -1.01
H 2.51 -0.50 0.42

***

[2]
15
Properties=species:S:1:pos:R:3 method="wB97M-V/def2-TZVPD" orbital_gap_ev=9.04 multiplicity=1 e_above_lowest_kcal_mol=82.45
C 0.05 -0.33 -1.24
C 0.39 0.26 0.81
C 0.45 -1.69 -1.26
C -0.35 0.81 -1.75
C 1.50 0.95 1.05
F 2.21 1.01 2.17
F 1.88 1.91 0.30
Br -3.66 1.20 3.35
I -0.28 -1.07 2.23
H 1.64 -1.73 -1.41
H 0.15 -2.16 -2.19
H 0.12 -2.11 -0.33
H -0.45 0.79 -2.91
H -0.52 1.77 -1.30
H -3.12 0.40 2.48

***

[3]
16
Properties=species:S:1:pos:R:3 method="wB97M-V/def2-TZVPD" orbital_gap_ev="6.79 / 9.13" multiplicity=1 e_above_lowest_kcal_mol=88.14
C -1.59 -0.66 -0.01
C 0.35 1.21 -0.92
C 0.62 -0.09 -0.33
C -2.57 0.26 0.37
C 2.01 -0.16 0.41
O -1.71 -1.53 -0.85
O -0.37 -0.42 0.63
O 2.34 -1.46 0.73
F -2.34 1.24 1.26
Br -4.30 0.20 -0.30
H 0.97 1.58 -1.71
H -0.41 1.85 -0.51
H 0.65 -0.87 -1.11
H 1.92 0.47 1.29
H 2.78 0.22 -0.26
H 1.65 -1.83 1.30

***

[4]
13
Properties=species:S:1:pos:R:3 method="wB97M-V/def2-TZVPD" orbital_gap_ev=9.86 multiplicity=1 e_above_lowest_kcal_mol=44.54
C -1.49 -1.13 0.09
C -1.40 0.09 -0.49
C -0.38 1.18 -0.26
C 0.90 0.95 0.10
C 1.45 -0.40 0.23
F 1.02 -1.29 -0.56
Cl 3.13 -0.16 -0.28
H -2.51 -1.73 0.11
H -0.80 -1.40 0.84
H -2.17 0.62 -1.26
H -0.80 2.20 -0.13
H 1.47 1.82 0.28
H 1.58 -0.74 1.34

***

[5]
14
Properties=species:S:1:pos:R:3 method="wB97M-V/def2-TZVPD" orbital_gap_ev=10.37 smiles="OC/C(Cl)=C/C=C/F" multiplicity=1 e_above_lowest_kcal_mol=25.39
O 3.13 -0.03 0.71
C 2.28 -0.77 -0.18
C 0.83 -0.39 -0.14
Cl 0.55 1.33 -0.31
C -0.18 -1.20 -0.12
C -1.64 -0.82 -0.37
C -2.29 -0.08 0.46
F -3.58 0.24 0.23
H 2.85 0.83 0.50
H 2.55 -0.78 -1.20
H 2.33 -1.81 0.09
H -0.01 -2.22 0.12
H -2.07 -1.37 -1.17
H -1.87 0.44 1.37

***

[6]
13
Properties=species:S:1:pos:R:3 method="wB97M-V/def2-TZVPD" orbital_gap_ev=9.76 smiles="N=C=CCl.C#CC" multiplicity=1 e_above_lowest_kcal_mol=95.25
N 2.91 0.79 1.03
C 2.26 0.65 0.02
C 1.46 0.76 -0.98
Cl 1.58 1.62 -2.45
H 3.76 0.25 0.93
H 0.89 -0.18 -1.16
C -1.40 0.43 1.62
C -1.93 -0.23 0.76
C -2.14 -1.13 -0.38
H -0.92 0.89 2.42
H -1.26 -0.92 -1.00
H -3.12 -0.84 -0.78
H -2.09 -2.09 -0.03

***

[7]
15
Properties=species:S:1:pos:R:3 method="wB97M-V/def2-TZVPD" orbital_gap_ev="7.47 / 7.38" multiplicity=1 e_above_lowest_kcal_mol=199.30 total_charge=+1
C 1.17 -1.36 0.11
C -1.15 -0.59 -0.36
C 1.74 -0.24 -0.10
C -0.08 1.54 -0.13
C 0.23 2.75 0.30
N -0.22 -1.46 0.05
N -1.11 0.73 -0.37
O -0.69 -2.79 0.06
Cl 3.13 0.53 -0.22
H 1.67 -2.40 0.06
H -2.13 -1.02 -0.85
H -0.61 3.11 0.99
H 1.32 3.11 0.42
H -1.98 1.02 -0.71
H -1.29 -2.94 0.76

***

[8]
14
Properties=species:S:1:pos:R:3 method="wB97M-V/def2-TZVPD" orbital_gap_ev="7.44 / 7.73" multiplicity=1 e_above_lowest_kcal_mol=109.92
C 1.32 -0.91 0.17
C 0.78 -0.03 1.13
C 0.31 -1.03 -0.88
C -0.42 0.56 0.71
C -0.94 -0.29 -0.40
N 0.06 2.35 -0.31
O -0.71 3.21 -0.14
Cl -2.20 -1.37 0.23
H 2.14 -1.55 0.30
H 1.22 0.19 2.05
H 0.76 -0.46 -1.80
H 0.03 -2.04 -1.33
H -1.09 0.92 1.37
H -1.28 0.44 -1.10

***

[9]
15
Properties=species:S:1:pos:R:3 method="wB97M-V/def2-TZVPD" orbital_gap_ev=9.39 smiles="C=C(C)C(=O)Cl.C#[N+][O-]" multiplicity=1 e_above_lowest_kcal_mol=66.02
C 0.56 0.10 1.60
C 0.65 -0.34 0.34
C -0.17 -1.52 -0.06
C 1.55 0.45 -0.53
O 1.96 1.53 -0.38
Cl 2.05 -0.38 -1.98
H 0.05 -0.38 2.29
H 0.97 0.99 1.90
H -0.43 -1.69 -1.13
H -1.10 -1.46 0.52
H 0.36 -2.48 0.17
C -1.13 1.62 -0.49
N -2.01 0.93 -0.83
O -2.64 0.14 -1.42
H -0.69 2.49 0.00

***

[10]
14
Properties=species:S:1:pos:R:3 method="wB97M-V/def2-TZVPD" orbital_gap_ev=8.54 multiplicity=1 e_above_lowest_kcal_mol=14.73
C 1.41 0.31 0.04
C 0.71 1.33 0.48
C -0.36 -0.95 -1.07
C 0.54 -0.94 0.26
C -0.65 1.07 0.70
O -0.13 -0.81 1.40
P -1.53 0.50 -0.82
Cl -3.33 -0.16 -0.08
H 2.51 0.29 -0.30
H 1.19 2.30 0.70
H 0.44 -0.67 -1.93
H -0.78 -1.92 -1.30
H 1.04 -1.93 0.40
H -1.06 1.60 1.52

***

[11]
16
Properties=species:S:1:pos:R:3 method="wB97M-V/def2-TZVPD" orbital_gap_ev="8.89 / 6.46" multiplicity=2 e_above_lowest_kcal_mol=0.00 total_charge=+2 s_squared=0.768
O -0.79 0.72 -0.87
C -1.52 -0.46 -0.94
C -2.85 -0.38 -0.69
O -3.47 0.68 -0.26
Cu -3.09 2.33 0.08
H -0.93 -1.38 -0.84
H -3.38 -1.34 -0.62
C 2.58 -1.52 1.14
C 2.16 -0.32 0.80
O 0.81 -0.18 0.42
C 0.35 0.86 -0.17
O 1.12 1.86 -0.37
H 1.94 -2.40 1.07
H 2.76 0.58 0.69
H 3.65 -1.67 1.30
H 0.65 2.62 -0.75

***

[12]
13
Properties=species:S:1:pos:R:3 method="wB97M-V/def2-TZVPD" orbital_gap_ev=9.37 smiles="CC(=C/F)/C=C/F" multiplicity=1 e_above_lowest_kcal_mol=36.05
C 0.22 1.33 0.01
C 0.62 -0.08 -0.08
C 1.92 -0.55 -0.07
F 2.14 -1.90 0.12
C -0.60 -0.97 -0.03
C -1.87 -0.50 0.16
F -2.94 -1.28 -0.07
H -0.84 1.66 -0.58
H 1.09 2.01 -0.49
H 0.15 1.74 1.22
H 2.77 0.10 -0.31
H -0.55 -2.08 -0.32
H -2.12 0.52 0.45

***

[13]
14
Properties=species:S:1:pos:R:3 method="wB97M-V/def2-TZVPD" orbital_gap_ev=8.46 multiplicity=1 e_above_lowest_kcal_mol=29.00 total_charge=+1
C -2.66 -1.01 -0.37
C -3.45 -0.11 -0.04
C 0.15 1.02 -0.05
C -0.98 -1.20 -0.01
C 1.45 1.63 0.22
N -0.14 -0.18 0.12
F -3.98 0.94 0.37
F -0.80 1.85 -0.50
H -2.90 -1.94 -0.86
H -1.08 -1.77 0.92
H -0.66 -1.84 -0.84
H 2.02 1.70 -0.71
H 2.02 1.03 0.92
H 1.32 2.65 0.59

***

[14]
14
Properties=species:S:1:pos:R:3 method="wB97M-V/def2-TZVPD" orbital_gap_ev=9.92 smiles="CC(C)=O.FC#CF" multiplicity=1 e_above_lowest_kcal_mol=95.75
C 0.57 1.29 0.21
C 0.78 -0.07 -0.31
C 1.68 -1.00 0.54
O 0.14 -0.52 -1.21
H -0.02 1.91 -0.56
H 1.48 1.79 0.29
H 0.08 1.22 1.21
H 1.04 -1.86 0.52
H 1.91 -0.49 1.47
H 2.56 -1.09 -0.01
F -2.90 1.48 -0.14
C -2.60 0.30 -0.61
C -2.48 -0.90 -0.46
F -2.22 -2.05 -0.92

***

[15]
16
Properties=species:S:1:pos:R:3 method="wB97M-V/def2-TZVPD" orbital_gap_ev=8.60 multiplicity=1 e_above_lowest_kcal_mol=20.28 total_charge=+1
C 0.03 -0.12 -1.68
C 0.16 -1.46 -1.31
C -0.57 0.79 -0.84
C -0.26 -1.76 0.00
C -0.68 0.52 0.51
N -0.63 -0.76 0.83
N 1.00 1.40 1.28
F 0.64 -2.40 -2.08
F -0.83 1.92 -1.31
F -0.33 -2.96 0.56
H -0.12 0.09 -2.79
H -1.37 1.20 1.05
H -0.83 -1.07 1.70
H 1.09 1.19 2.28
H 0.83 2.43 1.05
H 1.86 0.99 0.72

***

[16]
21
Properties=species:S:1:pos:R:3 method="wB97M-V/def2-TZVPD" orbital_gap_ev=9.87 multiplicity=1 e_above_lowest_kcal_mol=22.63
C -0.53 -1.01 -0.57
C 0.67 0.80 -1.66
C -0.50 0.64 3.07
C 0.41 -0.13 3.97
C 0.18 1.41 2.04
N 0.41 -0.04 -0.50
O -1.11 -1.39 0.41
O 1.56 -0.89 1.56
O 2.33 1.21 0.58
F -1.32 1.40 3.79
F 1.59 0.36 4.11
F -0.20 -0.23 5.17
F -0.94 1.76 0.75
S 1.28 0.35 0.92
I 0.92 3.24 2.55
H -0.73 -1.29 -1.53
H 1.80 0.89 -1.91
H 0.34 0.39 -2.59
H 0.21 1.75 -1.63
H -1.18 -0.21 2.53
H 0.58 -1.15 3.55

***

[17]
18
Properties=species:S:1:pos:R:3 method="wB97M-V/def2-TZVPD" orbital_gap_ev=9.63 multiplicity=1 e_above_lowest_kcal_mol=106.24
C -2.79 -0.07 0.07
C -4.37 -1.51 0.24
C 0.53 -1.23 -0.36
C -0.09 1.17 -0.05
C -3.44 1.24 0.15
N -1.74 -0.65 -0.08
N -0.49 -0.20 -0.10
O -4.71 -1.92 1.24
F -4.97 -1.54 -0.90
F -4.80 1.11 -0.03
F -3.27 1.87 1.30
F -3.05 2.10 -0.91
H 0.50 -2.11 0.20
H 0.52 -1.40 -1.44
H 1.48 -0.82 0.07
H 0.85 1.08 0.53
H 0.13 1.50 -1.11
H -0.59 1.90 0.66

***

[18]
24
Properties=species:S:1:pos:R:3 method="wB97M-V/def2-TZVPD" orbital_gap_ev=10.12 smiles="CCOP(O)(OC#N)(ON=O)C(F)(F)C(F)(F)F" multiplicity=1
C 2.49 -1.42 -0.30
C 1.94 -0.18 -1.07
O 1.45 0.83 -0.16
P -0.18 0.73 0.10
O -0.79 1.91 1.04
O -0.39 1.67 -1.35
C -0.89 2.87 -1.12
N -1.43 3.84 -1.25
O 0.13 -0.29 1.50
N 1.20 0.26 2.26
O 0.89 0.32 3.39
C -1.35 -0.59 -0.61
F -0.73 -1.73 -0.99
F -1.92 -0.10 -1.73
C -2.57 -0.99 0.34
F -2.71 -0.22 1.40
F -3.70 -0.89 -0.35
F -2.44 -2.27 0.66
H 1.69 -1.97 0.23
H 3.07 -2.08 -0.95
H 3.18 -1.06 0.50
H 2.83 0.27 -1.56
H 1.25 -0.45 -1.89
H -1.02 1.54 1.91

***

[19]
28
Properties=species:S:1:pos:R:3 method="wB97M-V/def2-TZVPD" orbital_gap_ev=9.41 multiplicity=1 e_above_lowest_kcal_mol=176.28
Rb -14.75 19.03 4.27
C -17.60 18.44 2.68
F -16.57 17.71 2.27
F -18.66 18.04 1.96
F -17.67 18.25 3.99
S -17.17 20.34 2.27
O -16.60 20.30 0.93
O -18.42 21.08 2.45
N -15.90 20.56 3.45
S -16.14 22.09 3.83
O -16.29 23.12 2.81
O -17.03 22.30 4.97
C -14.35 22.43 4.49
F -13.51 22.42 3.49
F -14.30 23.57 5.21
F -14.03 21.50 5.38
C -18.01 18.11 6.34
O -17.14 17.03 6.60
C -16.23 16.77 5.62
O -15.84 17.56 4.74
O -15.88 15.48 5.80
C -14.69 14.99 5.25
H -18.81 17.73 5.71
H -17.53 18.87 5.74
H -18.46 18.57 7.22
H -14.32 14.23 5.93
H -13.86 15.70 5.31
H -14.94 14.64 4.25

***

[20]
20
Properties=species:S:1:pos:R:3 method="wB97M-V/def2-TZVPD" orbital_gap_ev="8.19 / 8.19" multiplicity=1 e_above_lowest_kcal_mol=0.00
C -0.77 -2.02 0.02
C -1.72 -0.67 1.93
C 0.20 0.42 0.84
C 0.58 -2.00 0.53
C 0.42 0.68 -1.49
N -1.77 -1.55 0.91
N -0.55 0.21 1.92
N 1.01 -2.17 1.82
O -1.07 -2.35 -1.10
O -2.56 -0.52 2.76
O 0.16 -1.98 2.72
O 2.18 -2.40 2.06
O -0.38 0.63 -0.31
F 1.56 -2.21 -0.39
H 1.25 0.68 0.96
H 1.47 0.83 -1.26
H 0.03 1.49 -2.10
H 0.29 -0.27 -2.02
H -2.70 -1.93 0.73
H -0.12 0.28 2.83

***

[21]
14
Properties=species:S:1:pos:R:3 method="wB97M-V/def2-TZVPD" orbital_gap_ev=9.99 smiles="C=C=CO/C(C)=N/F" multiplicity=1 e_above_lowest_kcal_mol=140.46
C -0.96 -0.91 2.69
C -0.85 -1.02 1.41
C -0.94 -1.40 0.18
O -0.27 -0.78 -0.86
C 0.14 0.45 -0.91
C 1.27 0.69 -1.90
N -0.33 1.38 -0.20
F 0.25 2.61 -0.43
H -0.04 -1.26 3.17
H -1.32 0.04 3.17
H -1.70 -2.08 -0.13
H 1.21 1.74 -2.27
H 2.24 0.62 -1.40
H 1.29 -0.08 -2.53

***

[22]
14
Properties=species:S:1:pos:R:3 method="wB97M-V/def2-TZVPD" orbital_gap_ev=9.55 smiles="N[C@H]1[C@H]2OC=C(F)[C@@H]12" multiplicity=1 e_above_lowest_kcal_mol=69.51
N 1.23 -0.90 -1.10
C 1.02 -0.65 0.29
C 0.66 0.72 0.76
O 0.13 1.61 -0.20
C -1.09 1.11 -0.59
C -1.43 0.00 0.04
F -2.56 -0.70 -0.08
C -0.34 -0.42 0.96
H 0.55 -1.58 -1.46
H 1.12 -0.07 -1.64
H 1.73 -1.13 0.94
H 1.19 1.22 1.54
H -1.64 1.68 -1.36
H -0.57 -0.89 1.89

***

[23]
14
Properties=species:S:1:pos:R:3 method="wB97M-V/def2-TZVPD" orbital_gap_ev=8.87 smiles="C=C(F)/C(C=O)=C/N" multiplicity=1 e_above_lowest_kcal_mol=108.52
C -2.26 0.35 0.28
C -1.24 -0.46 0.03
F -1.42 -1.79 -0.16
C 0.19 0.04 -0.13
C 0.63 1.36 -0.10
O 0.03 2.47 -0.01
C 1.16 -0.86 -0.04
N 2.55 -0.83 0.17
H -2.01 1.49 -0.19
H -3.23 -0.14 0.35
H 1.78 1.53 -0.67
H 1.05 -1.92 0.11
H 3.19 -1.53 -0.16
H 2.99 0.08 0.70

***

[24]
16
Properties=species:S:1:pos:R:3 method="wB97M-V/def2-TZVPD" orbital_gap_ev="6.14 / 4.72" multiplicity=6 e_above_lowest_kcal_mol=26.29 total_charge=+3 s_squared=8.769
O -0.82 0.72 -1.06
C -1.50 -0.46 -1.14
C -2.79 -0.47 -0.64
O -3.31 0.52 0.00
Fe -2.82 2.24 0.33
H -0.87 -1.35 -1.13
H -3.25 -1.46 -0.51
C 2.42 -1.48 1.23
C 2.07 -0.26 0.85
O 0.73 -0.05 0.47
C 0.32 0.96 -0.20
O 1.17 1.89 -0.47
H 1.72 -2.32 1.18
H 2.73 0.58 0.66
H 3.47 -1.70 1.36
H 0.75 2.64 -0.93

***

[25]
17
Properties=species:S:1:pos:R:3 method="wB97M-V/def2-TZVPD" orbital_gap_ev="7.05 / 5.91" multiplicity=2 e_above_lowest_kcal_mol=47.89 s_squared=0.754
O 2.62 -0.68 -2.49
C 1.70 -1.08 -1.73
O 1.29 -2.27 -1.72
O 1.12 -0.15 -0.97
C -0.29 -0.17 -0.73
Li 2.76 -2.56 -3.00
H -0.77 -0.57 -1.63
H -0.64 -0.94 -0.03
C -0.87 1.22 -0.26
C -0.58 1.31 1.19
H -1.91 1.23 -0.63
H -0.37 2.05 -0.78
Hg -2.61 0.29 3.80
O -0.93 0.13 3.24
C -0.25 0.39 2.13
H -0.66 2.26 1.82
H 0.40 -0.43 1.78

***

[26]
17
Properties=species:S:1:pos:R:3 method="wB97M-V/def2-TZVPD" orbital_gap_ev="7.65 / 4.49" multiplicity=3 e_above_lowest_kcal_mol=0.00 total_charge=+1 s_squared=2.006
O -2.45 0.44 1.45
C -1.36 -0.19 1.30
O -1.27 -1.42 1.15
O -0.29 0.62 1.35
C 1.03 0.07 1.22
C 2.03 1.13 1.45
Hg -3.86 -1.63 1.26
H 1.13 -0.38 0.22
H 1.12 -0.75 1.95
H 1.87 1.85 2.25
H 2.86 1.24 0.76
Li -1.63 2.18 1.62
C 4.28 -2.11 1.61
C 5.19 -1.38 1.00
O 5.87 -0.58 0.49
H 3.67 -2.79 1.02
H 4.25 -2.12 2.70

***

[27]
16
Properties=species:S:1:pos:R:3 method="wB97M-V/def2-TZVPD" orbital_gap_ev="9.66 / 6.70" multiplicity=2 e_above_lowest_kcal_mol=0.00 total_charge=+1 s_squared=0.752
C -1.54 -1.59 -0.92
C -0.37 -1.61 0.03
O 0.27 -0.32 -0.05
C 1.34 -0.12 0.69
O 1.91 -0.92 1.38
O 1.66 1.18 0.60
Hg 0.04 2.42 -0.43
H -2.00 -2.58 -0.92
H -1.22 -1.33 -1.93
H 0.36 -2.39 -0.23
H -0.79 -1.69 1.08
H 2.45 1.37 1.13
C -2.59 -0.56 -0.39
C -2.42 0.71 -0.62
O -2.16 1.83 -0.88
H -3.51 -0.86 0.12

***

[28]
15
Properties=species:S:1:pos:R:3 method="wB97M-V/def2-TZVPD" orbital_gap_ev="3.57 / 6.40" multiplicity=6 e_above_lowest_kcal_mol=22.77 total_charge=+2 s_squared=8.753
O 3.42 -1.09 -2.02
C 3.45 -0.64 -0.95
O 3.76 -0.48 0.19
O 1.17 1.02 0.64
C -0.03 0.91 -0.05
C -1.00 -0.13 0.50
C -2.14 -0.39 -0.46
C -3.42 -0.28 -0.16
Ho 2.79 0.49 2.13
H 0.26 0.62 -1.08
H -0.54 1.89 -0.09
H -1.40 0.21 1.47
H -0.45 -1.08 0.66
H -1.85 -0.65 -1.49
H -4.03 -0.41 0.73

***

[29]
13
Properties=species:S:1:pos:R:3 method="wB97M-V/def2-TZVPD" orbital_gap_ev="7.92 / 8.27" multiplicity=1 e_above_lowest_kcal_mol=91.98
C -1.16 -1.06 -1.34
C -1.98 -0.54 -0.37
C -0.37 0.26 -1.45
C -1.33 0.74 -0.37
C 0.59 0.65 1.69
I -3.67 -1.44 0.38
I -1.97 2.68 -0.12
H -1.05 -1.95 -1.96
H 0.61 0.10 -0.99
H -0.46 1.00 -2.24
H 0.56 -0.44 1.65
H 0.32 1.16 2.69
H 1.15 1.23 0.95

***

[30]
16
Properties=species:S:1:pos:R:3 method="wB97M-V/def2-TZVPD" orbital_gap_ev=3.76 multiplicity=1 e_above_lowest_kcal_mol=0.00 total_charge=-1
O 1.19 -0.46 -1.87
O 0.93 -0.43 0.43
C 0.52 -1.14 1.47
C 0.91 -0.90 2.74
C 0.33 -0.75 -0.93
H -0.16 -1.97 1.25
H 0.09 -1.84 -0.83
H 0.53 -1.54 3.54
H 1.73 -0.22 2.96
K 0.73 4.22 -2.18
O -0.78 2.23 -0.11
O -0.89 1.98 -2.29
C -0.93 1.49 -1.12
C -1.04 -0.02 -1.00
H -1.51 -0.38 -1.93
H -1.66 -0.25 -0.13

***

[31]
17
Properties=species:S:1:pos:R:3 method="wB97M-V/def2-TZVPD" orbital_gap_ev="7.63 / 7.09" multiplicity=2 e_above_lowest_kcal_mol=94.53 total_charge=+2 s_squared=0.755
O -3.03 -0.82 -5.07
C -2.66 0.38 -4.97
O -2.16 1.03 -5.92
O -2.87 0.96 -3.77
C -2.18 2.17 -3.47
Li -2.42 -0.65 -6.93
H -2.79 2.66 -2.70
H -2.29 2.84 -4.33
C -0.21 2.48 -3.40
C -0.79 1.54 -2.55
H 0.09 2.20 -4.41
H 0.17 3.40 -2.92
Yb -2.31 -0.56 -0.18
O -1.81 1.46 -0.35
C -0.68 1.58 -1.11
H -0.07 2.42 -0.72
H -0.13 0.49 -1.64

***

no.,energy (eV)
1,-103707.165
2,-88855.343
3,-84180.776
4,-20519.304
5,-22567.809
6,-19290.489
7,-22817.667
8,-21337.716
9,-23385.453
10,-29137.603
11,-58089.498
12,-10714.329
13,-12195.476
14,-12759.859
15,-16405.907
16,-42717.092
17,-21175.533
18,-41373.044
19,-59727.506
20,-22703.034
21,-11532.066
22,-11535.143
23,-11533.451
24,-47819.283
25,-17848.438
26,-17843.446
27,-17637.967
28,-37199.956
29,-21478.059
30,-29796.999
31,-45185.862